Entry 1:
Computed, not measured: a molecular structure, C15H19N3O10S4Ti in a non-equilibrium geometry, with ωB97M-V with the def2-TZVPD basis set.

XYZ file:
```
52
Properties=species:S:1:pos:R:3:forces:R:3:mulliken_spin:R:1
Ti 1.344057 0.939715 0.980154 -2.6 1.0 -1.8 0.644
O 1.756651 1.015782 2.860542 1.6 1.1 1.1 0.480
S -0.582371 1.145871 3.378014 -1.2 -0.2 1.4 0.098
O -0.576384 1.590123 1.910410 0.2 0.3 -0.5 -0.009
O 2.004873 2.133532 2.139681 0.9 1.7 3.7 0.331
C -1.673921 -0.220562 3.435878 0.1 0.4 -0.4 0.003
C -2.241409 -0.573120 4.667223 -0.1 -0.2 0.1 0.030
C -3.194511 -1.569563 4.751963 0.2 0.1 -0.1 -0.020
C -3.610934 -2.238359 3.601649 -0.2 -0.1 0.0 0.039
C -3.020610 -1.937574 2.387332 0.1 0.1 -0.1 -0.017
C -2.052274 -0.944475 2.290191 0.3 -0.1 0.3 0.036
S -1.102012 -0.888842 0.776891 -0.9 -0.7 -0.6 0.007
O -1.609618 0.142900 -0.118552 0.1 0.1 0.2 0.004
O -1.314787 -2.203306 0.189772 0.3 -0.2 0.2 0.004
O 0.297776 -0.734888 1.253304 -1.0 -1.1 -0.1 0.017
H -1.925253 -0.035155 5.554459 0.0 0.0 0.0 0.001
H -3.623589 -1.828560 5.713152 0.0 0.0 0.0 -0.001
H -4.371212 -3.007899 3.661018 0.0 0.0 0.0 0.004
H -3.260729 -2.488742 1.487699 0.0 -0.1 0.1 0.000
O 1.078158 0.623542 -0.823414 -0.1 -1.8 -3.9 -0.051
C 1.322861 -0.218688 -1.725265 -0.5 0.8 0.5 0.186
C 1.879515 -1.594702 -1.473698 -0.1 0.0 -0.2 0.078
C 1.524533 -2.613722 -2.567738 -0.1 0.1 0.1 -0.012
C 0.024985 -2.704876 -2.894804 0.1 0.0 -0.2 0.031
C -0.449834 -1.687701 -3.935853 0.0 0.1 0.2 -0.021
C -0.381249 -0.238971 -3.449133 0.1 -0.1 -0.1 0.068
N 0.977625 0.152759 -3.052909 0.1 0.1 0.1 0.030
H 1.483531 -1.928332 -0.514741 0.1 0.0 0.1 -0.006
H 2.965184 -1.520890 -1.356326 0.0 0.1 0.1 0.007
H 1.868858 -3.590211 -2.216419 0.0 0.0 0.0 0.000
H 2.087377 -2.397702 -3.484525 0.0 -0.1 0.0 0.002
H -0.542107 -2.571940 -1.975734 -0.1 -0.1 0.1 -0.011
H -0.200211 -3.707808 -3.276425 0.0 0.0 0.0 0.001
H -1.480956 -1.917186 -4.229266 0.0 0.0 0.0 -0.001
H 0.172451 -1.777658 -4.837626 -0.1 0.0 0.0 -0.002
H -1.031158 -0.095248 -2.584586 0.0 0.0 0.0 -0.011
H -0.716111 0.430203 -4.250592 0.0 0.0 0.1 -0.003
H 1.645314 -0.244771 -3.702777 0.0 -0.1 0.0 -0.006
O 2.874427 -0.138915 0.879369 1.5 -1.3 -0.1 0.018
S 4.132107 0.543871 0.365006 2.1 0.1 -0.7 0.001
O 5.071253 0.753504 1.454370 -0.3 -0.2 0.2 -0.001
O 4.682939 -0.297983 -0.701726 -0.2 -0.1 0.1 0.001
S 3.578651 2.309785 -0.399472 -0.1 -0.1 0.1 0.042
N -0.752435 2.920100 -0.373352 -0.1 -0.1 -0.1 0.010
C -1.370005 4.109176 -0.321286 -0.1 0.0 0.0 0.000
C -0.447425 5.020065 0.149400 0.1 0.0 0.0 0.000
C 0.711099 4.256468 0.377321 0.1 0.0 -0.2 0.002
N 0.503390 2.991039 0.057186 -0.1 0.2 0.3 -0.005
H -1.152918 1.988223 -0.489701 0.0 0.0 0.1 0.002
H -2.401379 4.223523 -0.611623 0.0 0.0 0.0 0.000
H -0.585988 6.076239 0.309282 0.0 0.0 0.0 0.000
H 1.683796 4.551929 0.736277 0.0 0.0 0.1 -0.001
```
Forces are in eV/Å.

Calculated values
total charge = -2
HOMO energy (alpha / beta) = 0.002 / -0.051 Ha
E = -3941.92586 a.u.
ΔE to the lowest compared entry with this formula, charge and spin = 2.767 eV
2S+1 = 3
LUMO level (alpha / beta) = 0.170 / 0.170 Eh

Entry 2:
Computed, not measured: 2 unconnected molecules or ions with the total composition C15H34N5O2, with ωB97M-V with the def2-TZVPD basis set.

XYZ file:
```
56
Properties=species:S:1:pos:R:3:forces:R:3:lowdin_charge:R:1
N 5.843378 -0.334548 1.613995 -0.1 0.0 0.4 0.100
C 4.486880 0.114196 1.767604 -0.1 0.0 0.0 -0.481
O 4.133635 0.879154 2.630010 -0.1 -0.1 0.0 0.096
C 3.535017 -0.491576 0.761980 0.0 0.3 -0.2 -0.103
C 2.367671 0.408810 0.334496 0.0 -0.1 -0.1 -0.114
C 1.036454 0.364416 1.082667 0.1 -0.1 0.1 -0.231
N 0.450586 -1.013829 0.989800 -0.2 0.5 0.5 0.166
C 0.725928 -1.597291 2.195045 0.1 -0.2 -0.2 -0.408
N 0.473796 -2.869121 2.430712 -0.2 -0.1 0.0 0.254
N 1.314508 -0.768913 3.051054 -0.4 0.2 0.3 0.170
C 1.052039 0.616129 2.599496 0.1 0.2 -0.4 -0.201
C -0.253464 1.235726 3.158638 0.0 -0.2 0.2 -0.098
C -1.346984 0.288285 3.685464 0.0 0.1 -0.1 -0.161
C -2.603050 0.317946 2.829699 -0.2 0.1 0.1 -0.269
O -3.375999 -0.832751 3.123297 0.2 -0.2 -0.1 -0.053
H 6.182112 -0.554413 2.550261 0.1 0.1 0.0 0.093
H 6.400571 0.476043 1.344178 0.0 -0.1 -0.2 0.101
H 4.130834 -0.752022 -0.109758 0.0 0.0 -0.1 0.119
H 3.195141 -1.447208 1.168729 0.1 -0.1 0.0 0.119
H 2.115965 0.128437 -0.690096 0.0 0.1 -0.1 0.112
H 2.692862 1.448667 0.291924 0.1 0.0 0.1 0.134
H 0.388360 1.090481 0.604085 -0.2 -0.2 -0.1 0.119
H -0.549206 -1.005445 0.802284 0.1 -0.3 -0.4 0.138
H -0.001956 -3.422439 1.736829 0.1 0.0 -0.1 0.142
H 0.724356 -3.318607 3.295721 -0.1 0.1 0.1 0.142
H 1.220707 -0.997376 4.031192 0.4 0.0 0.1 0.174
H 1.881330 1.267369 2.838136 0.3 -0.1 0.2 0.133
H 0.030174 1.932711 3.943543 0.0 0.0 0.0 0.119
H -0.675657 1.843690 2.355836 0.0 0.1 0.0 0.116
H -1.027964 -0.751781 3.734159 0.1 -0.1 0.0 0.093
H -1.612195 0.567632 4.702923 0.0 -0.1 0.1 0.123
H -2.343167 0.362367 1.765398 0.1 -0.1 -0.1 0.091
H -3.168541 1.225039 3.065120 0.0 0.1 -0.1 0.131
H -4.022975 -0.978157 2.425947 -0.1 0.1 0.1 0.093
C -1.892521 1.232467 -1.020476 -0.1 0.1 0.1 -0.096
C -2.123815 1.266250 -2.521176 0.0 -0.1 0.0 -0.262
N -0.950205 0.855110 -3.268050 0.0 0.0 0.0 -0.199
C -1.032242 1.160058 -4.690009 0.0 0.1 -0.1 -0.242
C -2.106086 0.447421 -5.516731 0.0 0.0 0.0 -0.079
C -0.409891 -0.448370 -2.922955 0.0 -0.1 0.0 -0.249
C -1.340517 -1.664617 -3.015760 0.0 0.0 0.0 -0.076
H -1.000484 1.806621 -0.764550 0.0 0.0 0.0 0.072
H -2.743626 1.672191 -0.498198 0.0 0.0 0.0 0.080
H -1.776465 0.208719 -0.651124 0.0 0.0 0.0 0.043
H -2.351013 2.293551 -2.814255 0.0 0.0 0.0 0.124
H -3.022520 0.674020 -2.753193 0.0 0.0 0.0 0.108
H -0.050445 0.962924 -5.127073 0.0 0.0 0.0 0.114
H -1.185931 2.239418 -4.774701 0.0 0.0 0.0 0.113
H -1.867248 -0.601404 -5.688557 0.0 0.0 0.0 0.058
H -2.187401 0.924626 -6.493988 0.0 0.0 0.0 0.075
H -3.088571 0.502957 -5.046148 0.0 0.0 0.0 0.068
H -0.021445 -0.394015 -1.899346 0.0 0.0 0.0 0.074
H 0.467940 -0.611763 -3.552053 0.0 0.0 0.0 0.118
H -2.311853 -1.468989 -2.557187 0.0 0.0 0.0 0.066
H -0.892915 -2.512414 -2.491478 0.0 0.0 0.0 0.069
H -1.513891 -1.976384 -4.043357 0.0 0.0 0.0 0.060
```
Forces are in eV/Å.

Calculated values
total charge = +1
HOMO energy = -0.386 Ha
E = -1015.98472 a.u.
ΔE to the lowest compared entry with this formula, charge and spin = 0.000 eV
2S+1 = 1
LUMO level = -0.101 Eh

Entry 3:
Computed, not measured: a molecular structure, C24H22AgClF9NO3S5 in a non-equilibrium geometry, with ωB97M-V with the def2-TZVPD basis set.

XYZ file:
```
66
Properties=species:S:1:pos:R:3:forces:R:3:lowdin_charge:R:1
Ag -0.076179 -0.722805 -0.329959 0.1 0.0 -0.5 0.562
C 2.062621 0.884195 4.565441 0.3 0.4 -0.4 -0.546
C 0.697621 0.252895 4.399041 -0.1 -0.6 -0.3 -0.507
S 0.428621 -0.920205 3.001341 0.2 -0.1 0.3 0.802
C 1.972221 -1.865005 2.876341 -0.5 0.2 0.1 -0.526
C 3.120521 -1.197405 2.133241 0.0 0.2 -0.4 -0.509
S 2.691221 -0.488805 0.500241 0.0 0.1 0.2 0.824
C 2.828221 1.306395 0.843741 0.2 -0.5 -0.2 -0.520
C 1.815721 1.891495 1.811441 0.3 0.1 0.3 -0.582
S 2.486321 2.286595 3.450941 -0.1 -0.1 0.4 0.839
H 2.853721 0.134895 4.518041 -0.1 -0.1 0.1 0.040
H 2.109821 1.350995 5.553241 0.0 0.0 0.0 0.056
H -0.072079 1.011895 4.253141 0.0 0.0 0.0 0.063
H 0.468521 -0.309205 5.308941 0.0 0.1 0.1 0.058
H 1.634521 -2.730105 2.308541 0.0 -0.1 0.1 0.023
H 2.282221 -2.181005 3.875941 0.1 -0.1 0.0 0.077
H 3.882921 -1.951905 1.927041 0.0 0.0 0.1 0.063
H 3.571821 -0.385705 2.697941 0.1 0.0 0.1 0.044
H 2.700321 1.743795 -0.148759 0.0 0.0 0.0 0.048
H 3.854621 1.488295 1.176841 -0.1 0.1 -0.1 0.055
H 0.951021 1.244995 1.945141 0.1 0.2 -0.2 -0.062
H 1.426621 2.839595 1.436541 0.1 -0.2 0.1 0.034
F 1.338421 -5.140305 1.855341 -0.1 0.2 0.3 0.139
C 1.456721 -4.947105 0.531841 0.3 -0.3 0.1 -0.539
F 2.613521 -4.296505 0.355241 0.1 0.4 -0.1 0.148
F 1.650421 -6.176805 0.010541 -0.1 -0.2 -0.1 0.129
C 0.240821 -4.121905 -0.042159 0.1 -1.3 -0.7 -0.424
O 0.132721 -2.980905 0.543741 -0.1 1.1 0.6 -0.159
C 0.468621 -4.014305 -1.588159 0.0 -0.1 -0.4 -0.561
F 0.684621 -5.204905 -2.197259 0.1 -0.2 -0.1 0.125
F -0.587179 -3.483105 -2.204559 -0.3 0.2 0.0 0.151
F 1.522621 -3.255905 -1.874859 0.2 0.3 0.1 0.155
C -1.033379 -5.032605 0.145141 -0.3 -0.3 0.0 -0.541
F -0.983479 -6.230205 -0.485159 0.2 -0.2 -0.1 0.122
F -2.145279 -4.449105 -0.302559 -0.1 0.4 0.0 0.156
F -1.244279 -5.320405 1.436841 0.0 0.1 0.3 0.146
O -0.515779 5.701995 -0.645959 -0.2 -0.3 0.0 -0.330
S -1.007879 5.111795 0.578241 0.0 0.8 0.0 0.630
O -0.778579 5.917595 1.760741 -0.2 -0.3 -0.1 -0.336
N -0.495779 3.581395 0.797341 -0.2 0.8 -0.3 -0.107
C -1.510079 2.746995 0.823941 0.5 -1.1 0.5 -0.802
S -1.437179 1.123595 1.249641 -0.2 -0.1 -0.1 0.644
C -2.827379 3.337495 0.580441 -1.1 0.8 -0.3 -0.247
C -4.053879 2.688295 0.504741 0.3 0.1 0.0 -0.040
C -5.188779 3.453095 0.303641 -0.2 0.1 0.0 -0.090
C -5.112179 4.837695 0.191741 0.1 0.1 0.0 -0.096
C -3.881079 5.484295 0.254541 -0.2 0.3 -0.1 -0.059
C -2.759879 4.718295 0.438741 0.7 -0.8 0.1 -0.205
H -4.094979 1.614195 0.601141 0.0 -0.1 0.0 0.085
H -6.153779 2.965695 0.229641 0.0 0.0 0.0 0.095
H -6.015979 5.416295 0.052441 0.0 0.0 0.0 0.091
H -3.801279 6.556495 0.160841 -0.1 0.1 0.0 0.110
Cl 2.122921 1.350395 -3.225159 0.2 0.2 0.1 0.654
C 1.077021 0.305095 -4.140759 -0.2 -0.2 0.2 -0.626
C 1.482521 -0.054805 -5.407259 -0.1 -0.1 -0.1 -0.158
C 0.700621 -0.905505 -6.171259 0.1 0.0 -0.1 -0.147
C -0.464979 -1.414205 -5.610059 -0.1 -0.1 -0.2 -0.133
C -0.861979 -1.042505 -4.349259 0.0 0.1 0.1 -0.083
C -0.129879 -0.131605 -3.554359 0.0 0.1 -0.1 -0.371
C -0.630579 0.339895 -2.287159 -0.1 0.1 0.3 -0.224
H 2.407421 0.339495 -5.797059 0.1 0.1 0.0 0.084
H 0.996021 -1.165905 -7.179359 0.0 -0.1 0.0 0.076
H -1.072579 -2.106205 -6.181659 -0.1 0.0 0.0 0.086
H -1.774379 -1.444705 -3.929859 -0.1 0.0 0.0 0.102
H -1.724279 0.286095 -2.265859 0.1 0.0 0.1 0.018
H -0.299279 1.359395 -2.071159 0.0 -0.2 0.1 -0.002
```
Forces are in eV/Å.

Calculated values
total charge = -2
HOMO energy = -0.049 Ha
E = -4705.22151 a.u.
2S+1 = 1
LUMO level = 0.153 Eh